11
Properties=species:S:1:pos:R:3:forces:R:3 method="wB97M-V/def2-TZVPD" e_lumo_ev=-0.256 e_above_lowest_ev=4.123 mol_weight_g_mol=87.1 largest_force_ev_per_a=4.3 orbital_gap_ha=0.3675
C -0.93740 -0.54899 1.00575 0.04 -1.49 -2.58
C -0.16093 0.60591 0.57518 -0.61 0.21 -0.41
N -0.69136 1.66361 0.13943 0.67 0.04 0.81
O 1.14171 0.18498 0.28115 0.05 -0.46 -0.69
C 1.12988 -0.35785 -1.00092 1.65 1.97 -0.67
O 0.57193 0.14777 -1.93746 -0.12 -0.66 0.48
H -1.94522 -0.33539 1.41585 0.41 -0.24 -1.19
H -0.50704 -1.41793 1.48247 0.61 0.45 0.39
H -0.56168 -1.09034 -0.49364 -2.37 0.55 3.57
H 0.01186 2.21951 -0.34533 -0.11 0.09 0.00
H 1.94825 -1.07128 -1.12248 -0.22 -0.46 0.28